<P>
Below is a cluster of 9 separate species, C9H36O9 in total, with properties calculated with wB97M-V/def2-TZVPD.

## Properties
- Frontier orbital gap: 9.818 eV
- M: 288.4 g/mol
- SMILES: CC(C)O.CC(C)O.CC(C)O.O.O.O.O.O.O
- Total charge: 0
- E_LUMO: -0.003 Ha

Element x y z (Å)
1 C -3.07878 1.23103 4.24319
2 C -2.32574 2.02777 5.35283
3 C -2.30219 1.17139 6.60168
4 O -1.05444 2.45097 4.93515
5 H -2.52076 0.35005 3.92606
6 H -3.37698 1.79118 3.35695
7 H -3.99872 0.89989 4.72504
8 H -2.88835 2.91969 5.62863
9 H -3.31419 0.97431 6.95539
10 H -1.75781 1.69762 7.38579
11 H -1.78609 0.24889 6.33575
12 H -0.65848 2.86775 5.70399
13 C -4.61884 2.93625 -6.33863
14 C -4.00049 1.85730 -5.43359
15 C -3.64835 2.44470 -4.03732
16 O -4.92041 0.82043 -5.33855
17 H -5.40090 3.43656 -5.76752
18 H -4.98545 2.44862 -7.24191
19 H -3.84539 3.61898 -6.69043
20 H -3.10542 1.52512 -5.95956
21 H -3.08150 3.37295 -4.10912
22 H -3.15434 1.80137 -3.30920
23 H -4.55386 2.74034 -3.50745
24 H -4.58483 0.18345 -4.70355
25 C 6.08892 -0.13117 -2.00298
26 C 6.26273 -1.02279 -0.80315
27 C 6.32614 -2.55923 -1.12660
28 O 7.53438 -0.70466 -0.25258
29 H 5.94258 0.93027 -1.80290
30 H 5.21786 -0.49877 -2.54542
31 H 6.92280 -0.19270 -2.70223
32 H 5.50296 -0.75587 -0.06856
33 H 6.40762 -3.16659 -0.22518
34 H 7.23351 -2.79465 -1.68279
35 H 5.45540 -2.89192 -1.69161
36 H 7.54055 -1.07436 0.63336
37 O -3.76778 -3.61069 -2.86058
38 H -2.83155 -3.76993 -2.74090
39 H -4.19276 -4.37665 -2.47463
40 O 1.46912 3.32388 0.68128
41 H 2.27353 3.84235 0.70016
42 H 1.35710 3.02179 1.58262
43 O -0.74077 -4.29850 4.19897
44 H -0.18927 -4.72002 4.85806
45 H -0.19483 -3.59825 3.84145
46 O 0.83093 -0.64136 -0.89071
47 H 0.83704 0.31482 -0.84718
48 H 0.84074 -0.92331 0.02398
49 O 0.46980 -4.62646 -2.22216
50 H 0.68783 -3.70108 -2.11100
51 H 1.18573 -5.09493 -1.79299
52 O 1.42301 -0.96353 3.59300
53 H 2.07864 -1.01172 4.28873
54 H 0.99034 -0.12059 3.72893

Let us look at the Mulliken charges, expressed in e, one per atom: -1.22 0.47 -1.25 -0.52 0.31 0.33 0.34 0.20 0.35 0.38 0.29 0.30 -1.25 0.51 -1.27 -0.55 0.32 0.32 0.36 0.19 0.33 0.36 0.35 0.32 -1.33 0.55 -1.17 -0.55 0.32 0.35 0.33 0.22 0.33 0.32 0.32 0.31 -0.64 0.33 0.31 -0.62 0.32 0.31 -0.64 0.31 0.33 -0.63 0.31 0.31 -0.63 0.33 0.31 -0.61 0.30 0.32

***

<Q>
Below is a cluster of 9 separate species, C9H36O9 in total, with properties calculated with wB97M-V/def2-TZVPD.

## Properties
- Frontier orbital gap: 9.669 eV
- M: 288.4 g/mol
- SMILES: CC(C)O.CC(C)O.CC(C)O.O.O.O.O.O.O
- Total charge: 0
- E_LUMO: -0.010 Ha

Element x y z (Å)
1 C -0.74946 -2.98615 -1.91034
2 C 0.65590 -3.43258 -2.34080
3 C 0.61239 -4.66757 -3.29791
4 O 1.36785 -2.44140 -2.95359
5 H -1.41651 -3.84637 -1.96658
6 H -1.18355 -2.20397 -2.53310
7 H -0.78589 -2.54867 -0.91264
8 H 1.12307 -3.80100 -1.42749
9 H 0.27746 -5.53621 -2.73099
10 H 1.65274 -4.89593 -3.52950
11 H 0.03133 -4.50417 -4.20551
12 H 2.27791 -2.73896 -2.88400
13 C -0.32547 3.89851 -1.69315
14 C -0.00467 5.32850 -1.22793
15 C 1.41892 5.69970 -1.59918
16 O -0.86341 6.20606 -2.01683
17 H -1.40595 3.78669 -1.60280
18 H 0.17025 3.13394 -1.09498
19 H -0.06253 3.67061 -2.72612
20 H -0.13762 5.47185 -0.15560
21 H 2.28264 5.14551 -1.23181
22 H 1.48951 6.74026 -1.28241
23 H 1.52275 5.71421 -2.68413
24 H -0.54507 7.11156 -1.99839
25 C 0.25248 -3.26440 3.88344
26 C -0.08719 -2.63179 2.56572
27 C -1.64868 -2.44914 2.45553
28 O 0.60414 -1.39089 2.40486
29 H 1.32566 -3.44643 3.94023
30 H -0.25287 -4.23014 3.89086
31 H -0.09563 -2.71873 4.76047
32 H 0.29832 -3.31968 1.81320
33 H -1.98688 -2.51742 1.42158
34 H -1.91662 -1.44056 2.77027
35 H -2.32366 -3.11028 2.99902
36 H 1.55962 -1.46365 2.46275
37 O -0.38375 0.21710 4.53896
38 H -0.55629 -0.23689 5.36380
39 H -0.38464 -0.47602 3.87879
40 O 1.49670 0.74099 -1.44048
41 H 1.39930 0.64367 -2.38773
42 H 2.40956 0.51030 -1.26814
43 O 1.42419 1.73246 2.51293
44 H 1.87106 1.15580 1.89325
45 H 0.96196 1.13782 3.10366
46 O -2.30529 1.87466 1.71701
47 H -1.71810 1.15765 1.47755
48 H -1.72088 2.58724 1.97569
49 O -0.42693 0.37893 0.42213
50 H -0.12777 -0.37178 0.93514
51 H 0.24049 0.48798 -0.25528
52 O -2.15815 0.66712 -2.61474
53 H -1.52726 0.39269 -3.28024
54 H -1.62547 1.07900 -1.93442

Let us look at the Mulliken charges, expressed in e, one per atom: -0.96 0.64 -1.37 -0.51 0.39 0.31 -0.02 0.09 0.40 0.39 0.29 0.35 -1.14 0.52 -1.37 -0.55 0.35 0.32 0.32 0.19 0.34 0.35 0.37 0.31 -1.41 0.36 -1.07 -0.34 0.42 0.43 0.22 0.30 0.25 0.31 0.40 0.16 -0.72 0.28 0.33 -0.54 0.25 0.22 -0.60 0.24 0.31 -0.64 0.33 0.30 -0.08 0.11 0.20 -0.62 0.29 0.28

***

Which of them is most stable, and which least? Most stable: <Q>; least stable: <P>.

***

<P>
Below is a cluster of 9 separate species, C9H36O9 in total, with properties calculated with wB97M-V/def2-TZVPD.

## Properties
- Frontier orbital gap: 9.885 eV
- M: 288.4 g/mol
- SMILES: CO.CO.CO.CO.CO.CO.CO.CO.CO
- Total charge: 0
- E_LUMO: 0.005 Ha

Element x y z (Å)
1 C 15.79119 -9.42758 -7.72729
2 O 15.98003 -10.59667 -6.98107
3 H 16.69469 -8.81802 -7.74208
4 H 15.42941 -9.68068 -8.72386
5 H 15.02543 -8.78372 -7.29469
6 H 16.76856 -11.06333 -7.26750
7 C 24.94759 -0.98900 -6.38031
8 O 24.12004 -1.79638 -5.56407
9 H 25.17464 -1.44479 -7.34406
10 H 24.47541 -0.02099 -6.54792
11 H 25.96361 -0.77739 -6.04709
12 H 24.56719 -2.64548 -5.53811
13 C 23.20355 -8.49575 -0.63663
14 O 22.86532 -9.06084 -1.91485
15 H 23.98616 -7.74018 -0.70529
16 H 22.33055 -8.04910 -0.16072
17 H 23.56261 -9.28025 0.02949
18 H 23.64198 -9.54613 -2.20276
19 C 20.25811 -10.46830 -11.10904
20 O 21.13727 -10.44705 -10.00274
21 H 20.85233 -10.71727 -11.98825
22 H 19.49104 -11.23342 -10.98940
23 H 19.87485 -9.46112 -11.27273
24 H 21.71983 -9.68761 -10.07674
25 C 20.41438 -6.20904 -5.91765
26 O 19.92768 -6.97129 -4.87365
27 H 21.27148 -6.73124 -6.34286
28 H 19.69233 -6.15003 -6.73205
29 H 20.62212 -5.16047 -5.70445
30 H 20.64015 -7.35699 -4.35869
31 C 20.00007 -1.32971 -9.63488
32 O 19.46057 -0.02185 -9.43716
33 H 19.21207 -2.06259 -9.46146
34 H 20.48481 -1.45961 -10.60249
35 H 20.75561 -1.48157 -8.86404
36 H 20.26699 0.49862 -9.41728
37 C 16.87517 -11.07046 -1.98805
38 O 15.79288 -10.39457 -2.44614
39 H 16.85217 -11.93188 -2.65552
40 H 17.83245 -10.59297 -2.19717
41 H 16.81161 -11.40613 -0.95297
42 H 15.73947 -10.50751 -3.39798
43 C 20.36513 -3.47890 0.29526
44 O 19.05480 -2.96828 0.63253
45 H 21.07392 -2.65093 0.30893
46 H 20.71067 -4.13173 1.09683
47 H 20.41103 -4.02226 -0.64855
48 H 18.52790 -2.94308 -0.16955
49 C 25.74806 -7.19781 -10.65112
50 O 24.35128 -7.24549 -10.46204
51 H 26.16963 -6.19265 -10.64506
52 H 26.17092 -7.74805 -9.81058
53 H 26.06329 -7.80264 -11.50138
54 H 23.90554 -6.86032 -11.22005

Let us look at the Mulliken charges, expressed in e, one per atom: -0.49 -0.50 0.22 0.24 0.23 0.30 -0.58 -0.47 0.25 0.23 0.29 0.29 -0.50 -0.49 0.25 0.21 0.25 0.29 -0.48 -0.50 0.25 0.21 0.22 0.30 -0.49 -0.49 0.25 0.20 0.22 0.31 -0.45 -0.49 0.21 0.23 0.20 0.30 -0.47 -0.50 0.21 0.20 0.23 0.32 -0.44 -0.51 0.23 0.20 0.22 0.31 -0.52 -0.48 0.25 0.20 0.26 0.29

***

<Q>
Below is a cluster of 9 separate species, C9H36O9 in total, with properties calculated with wB97M-V/def2-TZVPD.

## Properties
- Frontier orbital gap: 10.146 eV
- M: 288.4 g/mol
- SMILES: CO.CO.CO.CO.CO.CO.CO.CO.CO
- Total charge: 0
- E_LUMO: 0.002 Ha

Element x y z (Å)
1 C 30.64637 4.04116 -14.39714
2 O 30.03839 2.74797 -14.30683
3 H 29.99760 4.79196 -14.84827
4 H 30.91111 4.46432 -13.42815
5 H 31.61221 4.00027 -14.90069
6 H 29.09166 2.84893 -14.18388
7 C 31.16450 9.45520 -8.29352
8 O 31.61683 10.77743 -8.03835
9 H 30.58996 9.49631 -9.21889
10 H 32.04931 8.82408 -8.37654
11 H 30.50888 9.07808 -7.50864
12 H 30.87694 11.38701 -7.98759
13 C 23.01157 12.14597 -8.82754
14 O 24.15941 11.57359 -8.17649
15 H 22.11496 11.57565 -8.58477
16 H 22.84523 13.17756 -8.51732
17 H 23.19094 12.02449 -9.89579
18 H 24.03131 11.76462 -7.24445
19 C 26.03169 7.98226 -4.31655
20 O 25.70737 8.62001 -3.14698
21 H 26.12495 6.90502 -4.17885
22 H 25.29538 8.17323 -5.09723
23 H 26.98898 8.43564 -4.57377
24 H 25.20731 9.42612 -3.29434
25 C 27.61452 3.26932 -8.92743
26 O 28.44674 4.40660 -9.10823
27 H 27.21482 3.09332 -9.92611
28 H 28.09771 2.38680 -8.50817
29 H 26.75041 3.56155 -8.33075
30 H 27.88368 5.16034 -9.29912
31 C 24.90703 3.17208 -15.44469
32 O 25.38867 2.20226 -14.57835
33 H 25.23600 4.16579 -15.14070
34 H 25.22130 3.05877 -16.48223
35 H 23.82534 3.24086 -15.32934
36 H 24.71250 1.96345 -13.94011
37 C 25.93433 8.72660 -11.85047
38 O 25.99601 8.25941 -10.57076
39 H 26.41309 9.70575 -11.83776
40 H 26.50326 8.08534 -12.52369
41 H 24.90500 8.88001 -12.17458
42 H 25.78140 9.03475 -10.04693
43 C 21.09749 7.49406 -15.59781
44 O 20.07012 8.00882 -14.74667
45 H 21.65657 8.28279 -16.10121
46 H 21.83260 6.91671 -15.03712
47 H 20.74795 6.72908 -16.29116
48 H 19.39922 8.49083 -15.23570
49 C 22.71603 14.02752 -15.33149
50 O 23.79203 14.69557 -16.00113
51 H 22.15064 14.70783 -14.69461
52 H 22.02478 13.51109 -15.99749
53 H 23.07139 13.24700 -14.65873
54 H 24.39093 15.05565 -15.34290

Let us look at the Mulliken charges, expressed in e, one per atom: -0.52 -0.49 0.23 0.25 0.24 0.29 -0.40 -0.52 0.22 0.21 0.20 0.29 -0.48 -0.47 0.26 0.25 0.17 0.28 -0.41 -0.51 0.21 0.21 0.20 0.30 -0.48 -0.49 0.21 0.24 0.23 0.30 -0.51 -0.49 0.22 0.23 0.25 0.31 -0.56 -0.46 0.25 0.23 0.22 0.30 -0.50 -0.51 0.25 0.20 0.26 0.30 -0.50 -0.50 0.25 0.23 0.23 0.29

***

<R>
Below is a cluster of 9 separate species, C9H36O9 in total, with properties calculated with wB97M-V/def2-TZVPD.

## Properties
- Frontier orbital gap: 10.060 eV
- M: 288.4 g/mol
- SMILES: CO.CO.CO.CO.CO.CO.CO.CO.CO
- Total charge: 0
- E_LUMO: 0.006 Ha

Element x y z (Å)
1 C -1.92415 0.99419 1.52602
2 O -0.60615 1.09019 1.98002
3 H -1.88715 1.26319 0.49402
4 H -2.67815 1.60119 2.01702
5 H -2.31315 0.00319 1.60802
6 H -0.50715 1.94019 2.44302
7 C 1.17285 -4.19081 -1.49798
8 O 2.12185 -4.76281 -0.68998
9 H 1.54385 -4.20681 -2.52298
10 H 1.05785 -3.18881 -1.03898
11 H 0.30085 -4.83681 -1.35698
12 H 2.09085 -4.40581 0.22002
13 C 1.09685 3.64419 0.55902
14 O 1.55485 4.03619 1.85602
15 H 0.74385 4.64719 0.16702
16 H 0.28585 2.93219 0.64602
17 H 1.88685 3.29719 -0.12298
18 H 0.85585 4.02419 2.52602
19 C 2.48085 0.34219 1.85202
20 O 1.72785 -0.82181 1.63502
21 H 3.28385 0.49019 1.14202
22 H 3.02385 0.33919 2.77502
23 H 1.85785 1.22519 1.84702
24 H 0.78785 -0.64881 1.80602
25 C -3.28215 0.52019 -1.40998
26 O -4.18515 1.31719 -0.64398
27 H -2.41215 1.15419 -1.77398
28 H -3.76115 0.20819 -2.29598
29 H -2.91715 -0.36581 -0.83498
30 H -4.73015 0.68819 -0.17998
31 C -2.19915 4.07719 -0.86598
32 O -3.34915 3.86119 -0.05698
33 H -1.55115 3.22819 -0.79998
34 H -1.66415 4.96519 -0.51298
35 H -2.51815 4.24519 -1.88498
36 H -3.60315 2.92719 -0.16898
37 C 0.60685 -0.31681 -1.49598
38 O 0.40085 0.98019 -0.92898
39 H -0.44115 -0.68581 -1.67998
40 H 1.20785 -0.97281 -0.82498
41 H 1.07785 -0.23581 -2.44898
42 H 0.10085 0.91919 -0.02598
43 C -1.49915 -2.80981 0.20602
44 O -1.65715 -2.90781 -1.21298
45 H -0.44015 -2.86681 0.51202
46 H -2.11115 -3.54781 0.72802
47 H -2.01815 -1.90881 0.58102
48 H -1.85115 -3.81481 -1.42498
49 C 4.29585 -2.24081 -0.40298
50 O 4.31385 -2.18681 1.02702
51 H 5.29185 -2.53381 -0.78198
52 H 3.99685 -1.29081 -0.75098
53 H 3.58185 -2.97681 -0.77298
54 H 3.35785 -2.23681 1.25702

Let us look at the Mulliken charges, expressed in e, one per atom: -0.50 -0.45 0.01 0.38 0.32 0.25 0.28 -0.60 0.29 -0.44 0.17 0.31 -0.01 -0.54 0.27 -0.24 0.24 0.29 -0.49 -0.49 0.20 0.40 0.18 0.23 -0.38 -0.55 0.14 0.44 0.05 0.33 -0.10 -0.57 -0.17 0.24 0.28 0.37 -0.16 -0.41 0.12 -0.12 0.36 0.09 -0.01 -0.53 0.04 0.47 -0.27 0.30 -0.31 -0.52 0.28 0.20 0.04 0.31

***

Which of them is most stable, and which least? Most stable: <R>; least stable: <Q>.

***

<P>
Below is an isolated molecule of C2H2N2O, with properties calculated with wB97M-V/def2-TZVPD.

## Properties
- Frontier orbital gap: 9.486 eV
- M: 70.1 g/mol
- Total charge: 0
- E_LUMO: 0.003 Ha

Element x y z (Å)
1 O 0.59760 1.87107 0.37094
2 C -0.26421 1.06777 0.09852
3 C -0.23988 -0.37735 0.34493
4 N 0.76459 -1.09633 -0.08319
5 N 1.46011 -1.85039 -0.55012
6 H -1.17878 1.35723 -0.45541
7 H -1.13943 -0.97200 0.27433

Let us look at the Mulliken charges, expressed in e, one per atom: -0.48 0.10 -0.17 0.48 -0.48 0.26 0.29

***

<Q>
Below is a cluster of 2 separate species, C2H2N2O in total, with properties calculated with wB97M-V/def2-TZVPD.

## Properties
- Frontier orbital gap: 11.228 eV
- M: 70.1 g/mol
- Total charge: 0
- E_LUMO: 0.021 Ha

Element x y z (Å)
1 C -1.71237 -0.05875 0.25453
2 C 1.80602 0.18264 -0.28113
3 N -0.91371 -0.71823 -0.22248
4 N 0.80383 0.47299 -0.85864
5 O 2.54713 -0.43658 0.34023
6 H -0.58330 -1.66073 -0.53870
7 H 0.75558 1.09534 -1.60795

Let us look at the Mulliken charges, expressed in e, one per atom: -0.17 0.55 -0.14 -0.36 -0.38 0.29 0.21

***

Which of them is most stable, and which least? Most stable: <P>; least stable: <Q>.

***

<P>
Below is an isolated molecule of C4H8, with properties calculated with wB97M-V/def2-TZVPD.

## Properties
- Frontier orbital gap: 10.633 eV
- M: 56.1 g/mol
- SMILES: C=CCC
- Total charge: 0
- E_LUMO: 0.048 Ha

Element x y z (Å)
1 C 0.43636 -1.80086 -0.68007
2 C 0.42722 -0.68772 0.04526
3 C -0.59594 0.41301 -0.02686
4 C -0.15328 1.73700 0.59729
5 H 0.80009 -2.78715 -0.43910
6 H -0.36749 -1.80256 -1.42456
7 H 1.22677 -0.45210 0.75146
8 H -0.79000 0.56417 -1.10336
9 H -1.60684 0.09626 0.22128
10 H -0.34415 1.69798 1.67989
11 H 0.93289 1.79494 0.59789
12 H -0.78763 2.53388 0.21570

Let us look at the Mulliken charges, expressed in e, one per atom: -0.82 -0.09 -0.31 -1.18 0.29 0.23 0.28 0.30 0.34 0.29 0.34 0.34

***

<Q>
Below is a structure of composition C4H8, with properties calculated with wB97M-V/def2-TZVPD.

## Properties
- Frontier orbital gap: 6.904 eV
- M: 56.1 g/mol
- Total charge: 0
- E_LUMO: -0.027 Ha

Element x y z (Å)
1 C -0.27797 1.40531 -0.89869
2 C -0.55332 0.00065 0.48782
3 C 0.60386 -0.90996 0.23731
4 C -0.09748 -1.65260 1.31181
5 H 0.68429 1.05165 -1.13779
6 H -0.16975 2.47720 -0.87120
7 H -1.13235 1.16432 -1.52909
8 H -0.40957 0.81915 1.17767
9 H -1.42002 -0.21762 -0.09991
10 H 0.48415 -1.39147 -0.73886
11 H 1.58765 -0.44443 0.31008
12 H 0.70051 -2.30220 1.75085

Let us look at the Mulliken charges, expressed in e, one per atom: -0.99 -0.53 -0.42 -0.47 0.27 0.35 0.26 0.34 0.34 0.28 0.34 0.22

***

<R>
Below is a structure of composition C4H8, with properties calculated with wB97M-V/def2-TZVPD.

## Properties
- Frontier orbital gap: 8.063 eV
- M: 56.1 g/mol
- Total charge: 0
- E_LUMO: 0.002 Ha

Element x y z (Å)
1 C 2.21466 0.27176 0.29722
2 C 1.01312 0.14827 -0.39546
3 C -2.73386 -0.33771 -0.42534
4 C 0.26633 0.09254 0.74562
5 H 3.14091 0.23240 -0.27769
6 H 0.81444 0.01185 -1.44754
7 H -3.06135 -0.89351 0.46097
8 H -2.42249 -1.10402 -1.13233
9 H -3.55341 0.29277 -0.74124
10 H 0.07448 -0.81364 1.31446
11 H -1.82570 0.20325 -0.14538
12 H 2.32850 1.09993 0.98690

Let us look at the Mulliken charges, expressed in e, one per atom: -0.98 0.31 -0.85 -0.64 0.31 0.41 0.26 0.25 0.29 0.25 0.09 0.30

***

Which of them is most stable, and which least? Most stable: <P>; least stable: <Q>.